(1)
A cluster of 2 separate species, C18H15F2N3O2S in total in a non-equilibrium geometry, computed with wB97M-V/def2-TZVPD.

Structure (XYZ):
```
41
Properties=species:S:1:pos:R:3:forces:R:3:nbo_charge:R:1
O -2.81237 -1.65357 -2.31168 -0.7 -0.3 0.6 -0.506
C -2.08975 -1.04868 -3.01118 0.4 0.1 0.4 0.984
F -2.37038 -0.85397 -4.27085 0.3 0.2 -0.9 -0.289
N -0.85731 -0.45520 -2.59962 -0.1 -0.4 -0.1 -0.570
C -1.07671 0.27349 -1.40291 0.2 0.0 -0.3 0.999
O -0.87613 -0.06439 -0.30180 0.4 -0.3 0.9 -0.512
F -1.60372 1.44732 -1.68240 -0.5 0.6 -0.4 -0.310
C 0.23820 -1.38204 -2.48724 0.3 0.1 -0.1 0.136
C 0.12559 -2.74051 -2.71616 -0.2 -0.2 -0.1 -0.244
C 1.23662 -3.57255 -2.64183 0.2 0.3 0.1 -0.183
C 2.47682 -3.05558 -2.30552 -0.2 0.3 -0.1 -0.217
C 2.57648 -1.68999 -2.06736 0.3 0.3 0.2 -0.191
C 1.48425 -0.84206 -2.16963 -0.2 -0.2 0.0 0.183
N 1.61824 0.56698 -1.94853 0.1 -0.1 -0.1 -0.664
C 2.28226 0.83704 -0.70526 0.5 0.1 0.7 0.089
C 1.74942 1.70826 0.23203 -0.1 -0.1 -0.3 -0.197
C 2.41283 1.96455 1.42164 0.2 0.1 0.0 -0.179
C 3.63200 1.36030 1.70079 -0.4 -0.1 -0.6 -0.205
C 4.16979 0.47520 0.76995 0.2 0.1 0.4 -0.246
C 3.49745 0.21418 -0.41122 -0.2 -0.2 -0.4 -0.113
S 4.12299 -0.93993 -1.61555 0.0 -0.1 0.1 0.276
H -0.82283 -3.19420 -2.95945 -0.2 0.1 0.0 0.225
H 1.11099 -4.62656 -2.82526 0.0 -0.1 0.0 0.222
H 3.36821 -3.65674 -2.22742 0.0 -0.2 0.0 0.228
H 2.23059 0.90793 -2.69045 -0.2 0.2 -0.1 0.385
H 0.79686 2.16601 0.00928 -0.1 0.1 0.1 0.228
H 1.96860 2.64669 2.12688 -0.1 0.0 0.1 0.232
H 4.13430 1.55162 2.63440 0.1 0.0 0.1 0.218
H 5.11536 0.00015 0.99135 0.0 -0.2 -0.1 0.219
C -3.72467 0.32228 1.98206 0.0 0.0 0.0 -0.618
C -3.69234 0.77670 3.43725 -0.1 -0.1 -0.2 -0.377
C -2.93664 2.09533 3.63237 -0.2 -0.1 0.2 -0.512
C -1.52082 1.97636 3.29094 0.0 0.1 -0.1 0.303
N -0.41155 1.88293 3.01079 -0.1 0.0 0.1 -0.348
H -2.72156 0.12595 1.60243 0.0 0.0 0.0 0.230
H -4.30202 -0.59697 1.88338 0.0 0.0 0.0 0.217
H -4.18762 1.08028 1.34648 0.0 0.0 0.0 0.201
H -3.23848 -0.00179 4.05304 0.0 0.1 0.0 0.209
H -4.71404 0.91111 3.79750 0.0 0.1 0.1 0.206
H -3.01555 2.41557 4.67278 0.1 0.0 0.0 0.248
H -3.38801 2.88033 3.02319 0.1 0.0 -0.1 0.243
```
Forces are in eV/Å.

Computed properties:
**Orbital gap**: 9.2 eV
**Largest force on an atom**: 1.01 eV/Å
**HOMO energy**: -8.3904 eV
**Structure (SMILES)**: O=C(F)N(C(=O)F)c1cccc2c1Nc1ccccc1S2.CCCC#N
**LUMO level**: 0.8 eV

(2)
A cluster of 2 separate species, C2H7NO3 in total in a non-equilibrium geometry, computed with wB97M-V/def2-TZVPD.

Structure (XYZ):
```
13
Properties=species:S:1:pos:R:3:forces:R:3:nbo_charge:R:1
O 1.32844 -1.11528 2.32813 0.4 0.4 0.1 -0.598
C 0.61552 -0.70462 1.45409 -0.2 -1.2 -0.4 0.778
O -0.71985 -0.82400 1.51259 -0.4 0.2 0.0 -0.681
C 1.02065 -0.20817 0.09608 0.5 0.2 -0.4 -0.338
N 2.45636 -0.27086 -0.17355 -0.4 0.4 0.4 -0.828
H -0.92907 -1.32741 2.31048 0.0 0.1 0.2 0.495
H 0.57877 0.78656 -0.02599 0.3 0.1 0.0 0.216
H 0.51759 -0.81313 -0.65371 -0.3 -0.1 0.1 0.220
H 2.65095 -1.01971 -0.81956 0.1 -0.1 0.1 0.360
H 2.94905 -0.45750 0.69291 0.1 0.0 -0.1 0.377
H -3.76543 1.27438 -2.36510 0.0 0.0 0.4 0.465
H -3.22563 2.65130 -2.52370 0.1 0.2 0.2 0.465
O -3.47735 2.02845 -1.83266 0.0 -0.2 -0.6 -0.929
```
Forces are in eV/Å.

Computed properties:
**Orbital gap**: 10.3 eV
**Largest force on an atom**: 1.28 eV/Å
**HOMO energy**: -9.6425 eV
**Relative energy (zero: lowest compared OMol25 entry of this formula, charge and spin)**: 66.48 kJ/mol
**Structure (SMILES)**: NCC(=O)O.O
**LUMO level**: 0.7 eV

(3)
An isolated molecule of C16H26O2, computed with wB97M-V/def2-TZVPD.

Structure (XYZ):
```
44
Properties=species:S:1:pos:R:3:forces:R:3:nbo_charge:R:1
C 2.45726 0.19519 1.65180 -0.2 0.1 -0.1 -0.622
H 3.15949 0.74412 2.27576 0.1 0.1 0.1 0.213
H 3.01446 -0.23245 0.82679 0.1 -0.1 -0.1 0.207
H 2.05546 -0.62022 2.24693 0.0 -0.1 0.1 0.206
C 1.35838 1.14973 1.17468 -0.1 0.4 0.0 -0.016
C 0.92766 2.00299 2.37827 0.0 -0.2 -0.2 -0.606
H 0.09043 2.65102 2.12323 -0.1 0.1 0.0 0.206
H 1.75266 2.63413 2.70272 0.1 0.1 0.1 0.209
H 0.63037 1.37781 3.21562 0.0 0.0 0.2 0.209
C 1.92539 2.10084 0.10829 0.1 -0.2 0.0 -0.392
C 2.20209 1.41642 -1.22538 -0.2 0.1 0.0 -0.400
C 0.93611 0.76265 -1.77234 0.1 -0.1 0.2 -0.407
H 0.24576 1.56593 -2.02542 -0.1 0.0 0.0 0.201
H 1.16322 0.22877 -2.69813 -0.1 0.0 -0.1 0.208
C 0.28530 -0.22008 -0.77652 -0.2 0.2 -0.3 0.018
C 1.16455 -1.48200 -0.74291 0.0 0.1 0.1 -0.631
H 2.20337 -1.22973 -0.92527 0.1 0.0 0.0 0.212
H 0.86002 -2.17374 -1.52607 0.0 -0.1 -0.1 0.209
H 1.12081 -1.99960 0.20605 0.1 -0.1 0.1 0.210
C 0.09485 0.46983 0.58932 0.2 -0.1 0.0 -0.225
C -0.63538 -0.41906 1.61868 -0.1 0.0 -0.1 -0.414
C -1.32224 -1.66177 1.04880 -0.2 0.2 -0.1 -0.418
H -0.62699 -2.49477 0.96922 0.0 0.0 0.0 0.206
H -2.11150 -1.96886 1.73789 0.0 -0.1 0.0 0.228
C -1.97619 -1.44138 -0.31402 0.4 -0.8 -0.1 0.273
C -2.37899 -2.78566 -0.92513 -0.1 0.4 0.2 -0.619
H -2.94349 -2.62495 -1.84140 0.0 0.0 -0.1 0.214
H -3.00910 -3.33239 -0.22744 -0.1 -0.1 0.1 0.220
H -1.49774 -3.38059 -1.14683 0.1 -0.1 0.0 0.212
C -1.12590 -0.59881 -1.31067 0.1 0.1 0.0 -0.239
C -2.04715 0.57591 -1.65878 -0.1 -0.2 0.1 -0.536
C -3.29205 0.38832 -0.81259 0.0 0.8 -0.6 0.796
O -4.24325 1.11687 -0.77661 0.0 -0.1 0.1 -0.576
O -3.18998 -0.71211 -0.07864 -0.2 -0.2 0.5 -0.499
H -2.33348 0.58601 -2.71043 0.0 0.1 0.0 0.247
H -1.63841 1.55788 -1.42701 0.0 0.0 0.0 0.239
H -0.96961 -1.19575 -2.21391 0.0 0.0 0.1 0.216
H 0.05249 -0.75691 2.39326 0.0 0.1 0.1 0.208
H -1.39243 0.19260 2.11236 0.1 0.0 0.1 0.218
H -0.57698 1.31053 0.38166 0.0 0.1 0.0 0.203
H 3.00190 0.68412 -1.11234 0.1 0.0 0.0 0.193
H 2.55352 2.15977 -1.94426 0.1 -0.1 0.0 0.214
H 2.84749 2.55023 0.48380 0.0 0.1 0.1 0.208
H 1.20785 2.90918 -0.05303 -0.1 0.1 0.0 0.198
```
Forces are in eV/Å.

Computed properties:
**Orbital gap**: 10.6 eV
**Largest force on an atom**: 0.98 eV/Å
**HOMO energy**: -9.9757 eV
**Relative energy (zero: lowest compared OMol25 entry of this formula, charge and spin)**: 0.00 kJ/mol
**Structure (SMILES)**: CC1(C)CCC[C@@]2(C)[C@H]1CC[C@@]1(C)OC(=O)C[C@@H]21
**LUMO level**: 0.6 eV

(4)
A structure of composition C18H33Br2HgO7S2Si in a non-equilibrium geometry, computed with wB97M-V/def2-TZVPD.

Structure (XYZ):
```
64
Properties=species:S:1:pos:R:3:forces:R:3:nbo_charge:R:1
Hg -0.23786 0.38397 -0.04040 -2.0 -1.2 1.1 1.503
O 2.18818 1.91424 2.49376 -0.2 0.0 -0.1 -1.010
S 2.74555 1.29663 1.30015 0.7 -0.1 0.5 2.426
O 3.99406 0.60344 1.55724 0.0 0.0 -0.2 -1.005
O 1.80428 0.46672 0.53893 2.0 0.2 0.6 -1.073
C 3.21378 2.66566 0.22306 -0.2 -0.1 -0.1 -0.212
C 4.53527 3.08216 0.33287 -0.1 0.0 0.0 -0.218
C 5.00492 4.13593 -0.43101 0.0 0.1 -0.1 -0.231
C 4.15965 4.76230 -1.33711 0.1 0.0 0.0 -0.232
C 2.83826 4.36189 -1.44086 0.0 -0.1 0.0 -0.190
C 2.35269 3.32192 -0.65773 -0.2 -0.1 0.3 -0.339
S 0.57900 2.98392 -0.76953 -0.3 1.3 -0.6 2.401
O 0.43368 1.79224 -1.62178 0.7 1.0 -0.8 -1.048
O 0.03205 4.17693 -1.38472 0.2 0.1 0.0 -1.004
O 0.10489 2.74082 0.58692 0.4 0.6 -0.1 -1.012
H 5.16436 2.55568 1.03635 0.1 0.0 0.0 0.240
H 6.02782 4.47664 -0.32283 0.0 -0.1 0.0 0.194
H 4.52999 5.56900 -1.95836 0.0 0.0 0.0 0.194
H 2.14390 4.85251 -2.10834 0.0 0.0 0.0 0.242
O -0.33216 0.63810 2.79272 0.1 0.0 0.3 -0.983
H -0.98435 1.34479 2.75026 -0.1 0.0 -0.2 0.475
H 0.52693 1.10033 2.77998 0.0 0.1 0.0 0.501
Br -2.67464 0.59886 0.28535 -1.5 0.2 0.3 -0.779
C 1.91716 -5.66511 -2.14056 -0.1 0.0 0.2 -0.613
C 0.43816 -5.96389 -1.86399 0.0 -0.3 0.0 -0.567
C -0.35203 -5.22374 -2.95626 0.0 0.0 0.2 -0.623
C 0.20408 -7.47498 -2.01417 0.0 0.2 0.2 -0.611
Si -0.02720 -5.27762 -0.10020 0.1 0.5 0.0 1.628
Br 0.07393 -1.73778 -1.24353 0.3 -2.0 -1.0 -0.771
C 1.33233 -5.61944 1.26398 0.0 -0.2 0.0 -0.564
C 0.78670 -5.33248 2.66718 -0.2 0.0 -0.2 -0.609
C 1.86173 -7.06139 1.26290 -0.2 0.1 -0.1 -0.610
C 2.50357 -4.64859 1.04751 -0.1 0.1 -0.1 -0.618
C -1.86198 -5.62121 0.45224 0.0 -0.3 0.0 -0.569
C -2.09294 -7.02699 1.02621 0.2 0.1 -0.1 -0.609
C -2.79389 -5.45173 -0.75260 0.2 0.0 0.0 -0.610
C -2.28590 -4.56594 1.48329 0.2 0.0 -0.1 -0.618
H 2.17994 -5.98730 -3.15397 0.0 0.0 -0.1 0.187
H 2.57285 -6.18867 -1.44558 0.1 0.0 0.0 0.193
H 2.08952 -4.59107 -2.06169 0.2 0.0 0.0 0.240
H 0.11513 -5.40072 -3.93103 0.0 0.0 0.0 0.185
H -0.35144 -4.15026 -2.76431 0.0 0.1 -0.1 0.258
H -1.38218 -5.56817 -3.01976 0.0 0.1 0.0 0.198
H 0.46659 -7.80180 -3.02752 0.0 0.0 -0.1 0.187
H -0.84250 -7.73117 -1.84004 0.0 -0.1 0.0 0.197
H 0.81127 -8.04050 -1.30499 0.0 -0.1 0.0 0.199
H -0.03895 -5.99784 2.92275 0.0 0.0 0.1 0.192
H 0.44607 -4.30018 2.74459 0.0 0.0 0.1 0.231
H 1.57827 -5.48260 3.40915 0.1 0.0 0.0 0.191
H 1.05746 -7.77028 1.47239 0.0 -0.1 0.0 0.196
H 2.63416 -7.18563 2.03093 0.0 0.0 0.1 0.189
H 2.30441 -7.32826 0.30329 0.0 -0.1 0.0 0.198
H 2.14547 -3.62174 0.97290 0.0 0.1 0.0 0.250
H 3.05502 -4.87133 0.13667 0.1 0.0 0.0 0.204
H 3.20314 -4.70241 1.88852 0.0 -0.1 0.0 0.188
H -1.87637 -7.79120 0.27698 0.0 -0.1 0.0 0.195
H -3.13831 -7.14291 1.33589 -0.1 0.0 0.0 0.189
H -1.46243 -7.22070 1.89510 0.0 0.0 0.0 0.198
H -2.61434 -6.22311 -1.50218 -0.1 0.0 -0.1 0.190
H -2.65327 -4.47135 -1.20829 -0.1 0.0 -0.1 0.238
H -3.83657 -5.53690 -0.42893 0.0 0.0 0.1 0.190
H -1.75593 -4.67889 2.42678 0.0 0.0 0.0 0.205
H -3.35888 -4.64806 1.68597 -0.1 -0.1 0.0 0.187
H -2.09619 -3.56286 1.09993 0.0 0.1 0.1 0.251
```
Forces are in eV/Å.

Computed properties:
**Orbital gap (alpha / beta)**: 5.7 / 6.6 eV
**Largest force on an atom**: 2.53 eV/Å
**Multiplicity**: 2
**HOMO energy (alpha / beta)**: -1.5838 / -2.4954 eV
**Charge**: -2
**LUMO level (alpha / beta)**: 4.1 / 4.1 eV